(1)
{"formula": "C24H25Br2N2O3", "method": "the ωB97M-V functional and the def2-TZVPD basis", "charge": 1, "fmax_ev_per_a": 1.3, "lumo_ev": -4.31, "homo_lumo_gap_ev": 7.776, "total_energy_ha": -6412.5541, "species": ["C", "C", "O", "C", "N", "C", "C", "C", "C", "O", "O", "C", "C", "Br", "C", "C", "Br", "C", "C", "C", "C", "C", "C", "C", "C", "H", "H", "H", "H", "H", "H", "H", "H", "H", "H", "H", "H", "H", "H", "H", "H", "H", "H", "H", "H", "N", "C", "C", "C", "C", "C", "H", "H", "H", "H", "H"], "xyz": [[3.200, -2.740, -2.607], [2.042, -2.930, -1.641], [0.749, -2.732, -2.213], [0.494, -1.454, -2.663], [0.772, -0.381, -1.662], [1.636, 0.584, -2.034], [1.924, 1.652, -1.228], [1.323, 1.713, 0.023], [1.663, 2.895, 0.888], [2.783, 3.042, 1.227], [0.711, 3.780, 1.195], [0.437, 0.709, 0.414], [-0.191, 0.822, 1.759], [-2.045, 1.246, 1.887], [0.508, 0.611, 2.877], [-0.011, 0.670, 4.267], [2.347, 0.150, 2.805], [0.153, -0.350, -0.456], [-0.872, -1.391, -0.109], [-0.691, -2.141, 1.198], [-1.844, -2.403, 1.944], [-1.788, -3.067, 3.164], [-0.554, -3.486, 3.653], [0.603, -3.242, 2.928], [0.528, -2.566, 1.710], [3.266, -1.733, -3.012], [4.113, -2.889, -2.033], [3.215, -3.493, -3.387], [2.051, -3.964, -1.311], [2.214, -2.326, -0.751], [1.063, -1.242, -3.566], [-0.558, -1.385, -2.927], [2.071, 0.517, -3.017], [2.597, 2.436, -1.535], [-0.156, 3.345, 1.162], [0.284, -0.236, 4.792], [-1.088, 0.750, 4.311], [0.460, 1.493, 4.801], [-1.815, -0.849, -0.022], [-1.011, -2.121, -0.899], [-2.800, -2.057, 1.572], [-2.699, -3.253, 3.711], [-0.488, -3.990, 4.606], [1.569, -3.563, 3.284], [1.451, -2.369, 1.186], [-1.775, 3.112, -3.590], [-1.432, 2.514, -2.453], [-2.031, 2.764, -1.230], [-3.055, 3.698, -1.184], [-3.427, 4.335, -2.356], [-2.759, 4.006, -3.528], [-0.628, 1.792, -2.536], [-1.714, 2.242, -0.330], [-3.553, 3.926, -0.250], [-4.219, 5.070, -2.365], [-3.022, 4.479, -4.467]], "forces_ev_per_angstrom": [[0.17, -0.04, 0.43], [0.75, -0.53, -0.41], [-0.14, 0.40, 0.54], [-0.30, -0.54, -0.45], [0.22, 0.17, 0.12], [0.23, 0.45, 0.00], [-0.04, -0.23, 0.25], [-0.61, -0.17, -0.36], [-0.38, 0.01, 0.12], [1.31, 0.27, 0.13], [-0.50, -0.43, 0.07], [-0.24, 0.31, -0.02], [0.55, -0.53, 0.22], [0.15, -0.11, 0.09], [-0.24, 0.05, 0.10], [0.23, -0.21, 0.25], [-0.14, 0.05, -0.09], [-0.02, -0.14, 0.15], [-0.14, -0.12, 0.07], [-0.17, 0.08, 0.55], [0.05, -0.01, 0.12], [0.40, 0.09, -0.42], [0.01, 0.04, 0.04], [-0.37, 0.25, -0.39], [0.06, -0.17, 0.00], [-0.05, 0.02, -0.21], [0.10, 0.02, 0.04], [-0.21, 0.10, -0.28], [-0.21, -0.10, 0.08], [-0.31, 0.28, 0.02], [0.25, 0.39, 0.10], [-0.11, -0.10, 0.08], [-0.03, -0.23, -0.13], [0.12, -0.04, -0.18], [-0.14, 0.34, -0.17], [0.02, -0.11, 0.01], [-0.11, 0.14, -0.03], [-0.06, 0.15, 0.02], [-0.10, 0.08, -0.07], [0.15, 0.05, -0.16], [-0.08, -0.02, -0.02], [-0.05, -0.02, 0.11], [-0.04, -0.09, 0.06], [0.07, -0.04, 0.14], [0.04, 0.05, -0.12], [-0.03, -0.01, 0.06], [-0.02, 0.00, -0.06], [0.09, 0.04, 0.04], [-0.04, 0.03, 0.07], [0.03, -0.05, 0.02], [0.03, 0.00, -0.09], [0.03, -0.04, 0.03], [-0.11, 0.19, -0.49], [0.00, 0.00, -0.01], [0.00, 0.00, -0.02], [-0.03, 0.03, 0.03]]}

***

(2)
{"formula": "C24H25BrN3ORuS", "method": "the ωB97M-V functional and the def2-TZVPD basis", "charge": 0, "multiplicity": 2, "fmax_ev_per_a": 0.5, "lumo_ev": [0.04, -0.81], "homo_lumo_gap_ev": [7.959, 7.109], "total_energy_ha": -4236.2226, "relative_energy_kj_mol": 0.0, "species": ["Ru", "C", "C", "N", "C", "C", "C", "S", "N", "C", "O", "C", "C", "C", "C", "C", "C", "H", "H", "H", "H", "H", "H", "H", "H", "H", "H", "H", "H", "H", "H", "H", "N", "C", "C", "C", "C", "C", "C", "C", "C", "C", "C", "C", "C", "H", "H", "H", "H", "H", "H", "H", "H", "H", "H", "Br"], "xyz": [[1.384, 0.139, -1.322], [1.341, -4.927, 1.133], [0.442, -4.820, -0.089], [-0.542, -3.747, 0.041], [-1.841, -4.137, 0.595], [-2.835, -4.510, -0.493], [-0.295, -2.484, -0.341], [1.272, -2.141, -0.964], [-1.343, -1.652, -0.173], [-1.440, -0.384, -0.482], [-0.569, 0.430, -0.944], [-2.781, 0.239, -0.227], [-3.874, -0.546, 0.130], [-5.110, 0.038, 0.354], [-5.264, 1.412, 0.232], [-4.176, 2.201, -0.115], [-2.941, 1.617, -0.345], [2.038, -5.757, 1.017], [0.753, -5.099, 2.037], [1.917, -4.011, 1.261], [-0.121, -5.744, -0.232], [1.031, -4.660, -0.990], [-2.222, -3.321, 1.202], [-1.655, -4.986, 1.256], [-3.027, -3.650, -1.135], [-3.779, -4.834, -0.053], [-2.453, -5.323, -1.113], [-3.741, -1.614, 0.224], [-5.956, -0.581, 0.626], [-6.230, 1.868, 0.411], [-4.290, 3.273, -0.204], [-2.086, 2.225, -0.607], [1.303, 2.110, -2.110], [1.640, 3.346, -1.427], [1.257, 4.528, -2.052], [1.485, 5.756, -1.464], [2.091, 5.789, -0.216], [2.473, 4.611, 0.396], [2.293, 3.351, -0.196], [2.735, 2.136, 0.545], [3.707, 2.297, 1.538], [4.049, 1.282, 2.417], [3.370, 0.076, 2.358], [2.441, -0.109, 1.347], [2.196, 0.848, 0.360], [0.335, 2.189, -2.414], [1.879, 2.033, -2.948], [0.768, 4.469, -3.018], [1.182, 6.667, -1.962], [2.255, 6.730, 0.291], [2.898, 4.669, 1.387], [4.234, 3.237, 1.616], [4.828, 1.448, 3.150], [3.570, -0.717, 3.066], [1.956, -1.069, 1.270], [3.446, -0.190, -2.625]], "forces_ev_per_angstrom": [[0.04, 0.01, 0.12], [0.00, -0.01, 0.00], [0.00, 0.02, 0.00], [-0.05, -0.03, -0.02], [0.02, 0.02, -0.01], [-0.01, 0.00, 0.00], [0.07, 0.02, 0.03], [-0.11, -0.09, -0.04], [-0.05, -0.07, -0.06], [0.01, 0.18, 0.21], [0.04, -0.07, -0.05], [0.01, -0.03, -0.04], [-0.01, -0.01, -0.02], [0.01, -0.01, 0.01], [0.01, 0.01, 0.00], [-0.01, 0.00, 0.01], [0.03, -0.01, -0.01], [0.00, 0.00, 0.00], [0.00, 0.00, 0.00], [0.00, 0.00, 0.00], [0.00, -0.01, 0.00], [0.00, 0.00, 0.00], [0.00, 0.00, 0.00], [0.00, -0.01, 0.00], [0.00, 0.00, 0.00], [0.00, 0.00, 0.00], [0.00, 0.00, 0.00], [0.00, 0.00, 0.00], [0.00, 0.00, 0.00], [0.00, 0.00, 0.00], [0.00, 0.00, 0.00], [0.00, 0.01, 0.00], [0.15, 0.14, -0.02], [-0.03, -0.04, 0.04], [-0.03, -0.02, 0.00], [0.03, -0.01, 0.05], [-0.02, 0.00, -0.04], [0.00, 0.00, 0.01], [0.04, -0.01, -0.06], [-0.08, 0.04, -0.06], [0.04, -0.01, 0.04], [-0.01, 0.00, -0.01], [-0.11, 0.32, 0.03], [0.25, -0.43, -0.05], [-0.17, 0.07, -0.10], [0.01, -0.03, -0.05], [0.03, -0.02, 0.02], [0.00, 0.01, 0.00], [0.00, 0.00, 0.00], [0.00, 0.00, -0.01], [0.01, -0.01, 0.00], [0.00, 0.00, 0.01], [0.00, 0.00, 0.00], [0.00, 0.00, 0.01], [0.01, -0.02, 0.02], [-0.10, 0.09, 0.03]]}